ORCA calculation (the ωB97M-V functional and the def2-TZVPD basis) on 23 unconnected molecules or ions with the total composition C92H129N23 in a non-equilibrium geometry.

Calculated total energy: -131760.236 eV
HOMO-LUMO gap: 7.78 eV
HOMO: -7.62 eV

Structure (XYZ):
```
244
Properties=species:S:1:pos:R:3:lowdin_charge:R:1
C 2.5452 0.0350 -2.1007 -0.1132
C 2.5796 1.4923 -2.6034 -0.2139
C 2.0842 2.6283 -1.6419 -0.1497
C 2.5303 2.4511 -0.2140 -0.1734
N 2.8747 2.4362 0.9030 0.1771
H 3.1450 -0.3151 -1.2606 0.0486
H 2.9084 -0.6103 -2.9006 0.0610
H 1.5099 -0.3018 -2.0478 0.0633
H 2.0840 1.5109 -3.5740 0.0930
H 3.6349 1.6814 -2.8002 0.1025
H 1.0122 2.8052 -1.7294 0.0787
H 2.5249 3.5931 -1.8932 0.0988
C 1.4519 -7.6418 3.4863 -0.0989
C 1.1269 -6.9678 4.8320 -0.2238
C 0.3752 -5.5934 4.7199 -0.1549
C 1.1399 -4.3575 4.4302 -0.2148
N 1.7309 -3.4273 4.2142 0.1656
H 0.5891 -7.6051 2.8213 0.0674
H 1.7786 -8.6720 3.6282 0.0747
H 2.2769 -7.1565 2.9647 0.0569
H 2.0562 -6.8353 5.3860 0.1043
H 0.5559 -7.5724 5.5366 0.1030
H -0.2115 -5.3220 5.5975 0.1046
H -0.2471 -5.6205 3.8254 0.1034
C 1.0330 9.8299 -0.8469 -0.1093
C 0.4700 9.0424 -1.9898 -0.2657
C -0.5153 7.9497 -1.5454 -0.1746
C 0.0850 6.7502 -0.8857 -0.1632
N 0.5862 5.8316 -0.3508 0.1605
H 0.2821 10.2821 -0.1990 0.0801
H 1.7009 10.6134 -1.2050 0.0742
H 1.6090 9.1750 -0.1931 0.0769
H 1.2464 8.5520 -2.5770 0.1050
H -0.0882 9.6426 -2.7084 0.1101
H -1.0064 7.6324 -2.4654 0.0947
H -1.2695 8.2667 -0.8251 0.1031
C 1.8134 -0.9602 -5.8973 -0.1081
C 1.8544 -1.9732 -7.0238 -0.2576
C 1.6719 -1.4946 -8.4507 -0.1736
C 2.7705 -0.5196 -8.8944 -0.2120
N 3.6368 0.1761 -9.2332 0.1158
H 1.6622 -1.2793 -4.8660 0.0490
H 1.0919 -0.1548 -6.0351 0.0683
H 2.7879 -0.4818 -5.7989 0.0750
H 1.0316 -2.6866 -6.9782 0.0926
H 2.7618 -2.5627 -6.8923 0.1194
H 0.7909 -0.8976 -8.6866 0.1126
H 1.7024 -2.2915 -9.1938 0.1127
C -3.7583 3.2866 1.5734 -0.1046
C -3.9139 3.2228 0.0728 -0.2517
C -3.1165 4.2501 -0.7242 -0.1756
C -3.3099 5.6377 -0.3261 -0.2298
N -3.4542 6.7231 -0.0254 0.1555
H -4.1586 2.4269 2.1107 0.0495
H -4.1476 4.1845 2.0534 0.0785
H -2.7029 3.1511 1.8097 0.0600
H -4.9655 3.3672 -0.1750 0.1037
H -3.6172 2.2059 -0.1840 0.1001
H -3.3823 4.1301 -1.7744 0.1027
H -2.0394 4.1011 -0.6481 0.0989
C 5.4954 3.2544 3.3570 -0.0978
C 6.6162 4.0554 2.5744 -0.2189
C 7.9750 3.4124 2.6640 -0.2109
C 8.4322 3.1581 4.0072 -0.2393
N 8.7578 2.9643 5.1118 0.1438
H 5.6328 2.1747 3.2974 0.0461
H 4.5285 3.5463 2.9472 0.0401
H 5.5973 3.4614 4.4223 0.0595
H 6.6994 5.0747 2.9516 0.1106
H 6.2538 4.0197 1.5470 0.1027
H 8.6660 3.9612 2.0240 0.1226
H 8.0685 2.3754 2.3416 0.1180
C -0.4703 1.1985 1.6025 -0.0922
C 0.3693 -0.0314 1.3942 -0.2690
C -0.3012 -1.3391 1.0104 -0.1473
C -1.1011 -1.2570 -0.2610 -0.1444
N -1.7075 -1.1367 -1.2626 0.1751
H 0.2282 1.9215 2.0239 0.0535
H -1.3447 1.0157 2.2271 0.0595
H -0.8239 1.5099 0.6196 0.0718
H 0.8895 -0.2533 2.3259 0.1005
H 1.1098 0.0782 0.6019 0.0848
H -1.0193 -1.5102 1.8124 0.0826
H 0.3553 -2.2029 1.1160 0.1119
N -8.7320 -2.3332 -3.6893 0.0258
C -8.0135 -2.3689 -4.8375 -0.1633
C -6.9013 -1.5837 -4.6780 -0.1350
C -6.8238 -1.2348 -3.3393 -0.1145
C -7.9777 -1.6933 -2.7440 -0.1138
H -9.6099 -2.8107 -3.5431 0.1536
H -8.3879 -2.7813 -5.7629 0.1113
H -6.1890 -1.2963 -5.4371 0.1000
H -6.0191 -0.6816 -2.8779 0.0578
H -8.3219 -1.6198 -1.7230 0.1040
N -1.9112 -1.7142 5.9998 0.0300
C -1.9729 -1.4650 4.6560 -0.1345
C -2.3300 -2.6430 4.0269 -0.1459
C -2.5985 -3.6078 4.9446 -0.1189
C -2.2877 -3.0313 6.2022 -0.1127
H -1.7359 -1.0055 6.6976 0.1504
H -1.7020 -0.4924 4.2725 0.0856
H -2.3809 -2.8040 2.9602 0.0614
H -3.0525 -4.5740 4.7805 0.0928
H -2.4738 -3.3775 7.2081 0.1001
N 4.5999 -0.7355 5.0759 0.0344
C 5.4893 0.2198 5.4369 -0.1348
C 6.7669 -0.2575 5.2454 -0.1111
C 6.5981 -1.5456 4.8024 -0.1684
C 5.2254 -1.8822 4.7064 -0.1131
H 3.5944 -0.6891 5.1591 0.0889
H 5.1915 1.2364 5.6471 0.0963
H 7.6726 0.2764 5.4927 0.0910
H 7.4431 -2.2032 4.6609 0.0985
H 4.7107 -2.7686 4.3660 0.0930
N -2.6528 -5.3235 0.4240 0.0362
C -3.2562 -4.8581 1.5358 -0.1409
C -3.9106 -3.7256 1.1189 -0.1511
C -3.5786 -3.3842 -0.1444 -0.1436
C -2.8149 -4.3716 -0.5792 -0.1485
H -2.1361 -6.1825 0.3005 0.1421
H -3.2253 -5.4027 2.4679 0.1011
H -4.5579 -3.1475 1.7618 0.0976
H -3.8751 -2.4440 -0.5853 0.0875
H -2.2185 -4.4416 -1.4769 0.0725
N -4.6048 2.0252 -4.4092 0.0314
C -5.6177 2.9670 -4.4961 -0.1074
C -6.2621 3.0178 -3.2146 -0.0976
C -5.8441 1.8720 -2.4796 -0.1132
C -4.7592 1.3955 -3.2293 -0.1833
H -3.9995 1.7068 -5.1523 0.0714
H -5.7433 3.5507 -5.3961 0.0919
H -7.0935 3.6671 -2.9834 0.0815
H -6.1808 1.6170 -1.4856 0.0748
H -4.1414 0.5160 -3.1236 0.0937
N 0.5433 5.3277 2.5423 0.0356
C -0.2059 6.3675 3.1303 -0.1044
C 0.2581 6.4787 4.4216 -0.1461
C 1.2632 5.5239 4.6719 -0.1241
C 1.4087 4.8773 3.4557 -0.1867
H 0.4412 5.0472 1.5774 0.0745
H -0.9806 6.8884 2.5873 0.1046
H -0.1436 7.0818 5.2225 0.0978
H 1.6609 5.4225 5.6709 0.0950
H 1.9435 3.9652 3.2354 0.0803
N -5.5516 -4.6189 -4.1572 0.0394
C -6.2113 -5.6122 -4.7512 -0.1682
C -5.5010 -6.7609 -4.5997 -0.1435
C -4.3280 -6.4939 -3.9070 -0.1155
C -4.4257 -5.1508 -3.5861 -0.1242
H -5.7160 -3.6225 -4.1424 0.1105
H -7.1086 -5.4425 -5.3277 0.1045
H -5.7385 -7.7535 -4.9527 0.0915
H -3.6247 -7.2314 -3.5493 0.0837
H -3.8607 -4.5050 -2.9303 0.0833
N -0.7978 -5.9354 -4.0956 0.0286
C -0.7778 -4.8688 -4.9667 -0.1405
C -0.3873 -3.6574 -4.3713 -0.0737
C -0.2036 -4.0398 -3.0079 -0.1422
C -0.3720 -5.4148 -2.8545 -0.1394
H -0.9395 -6.9135 -4.3040 0.1428
H -0.9911 -5.1618 -5.9841 0.1040
H -0.1562 -2.7203 -4.8559 0.0616
H 0.1722 -3.3733 -2.2457 0.0744
H -0.3274 -6.0540 -1.9851 0.0990
N -5.4500 0.0728 2.7437 0.0417
C -4.7434 -0.2114 1.5762 -0.1226
C -5.7012 -0.2798 0.5353 -0.1369
C -6.9461 0.0773 0.9879 -0.1088
C -6.7571 0.2103 2.3425 -0.1487
H -5.0716 0.0563 3.6799 0.1313
H -3.7297 -0.5831 1.5488 0.0903
H -5.5988 -0.5259 -0.5113 0.0771
H -7.8480 0.1582 0.3992 0.0987
H -7.4688 0.4092 3.1301 0.1035
N -1.4019 3.7281 4.6376 0.0644
C -1.6036 2.3597 4.7041 -0.1371
C -2.9552 2.0879 4.9241 -0.1627
C -3.5805 3.2636 5.0678 -0.1424
C -2.6507 4.3011 4.8163 -0.1007
H -0.5078 4.1905 4.5555 0.0805
H -0.7401 1.7226 4.5821 0.0768
H -3.4536 1.1359 5.0316 0.0762
H -4.5830 3.3660 5.4563 0.0982
H -2.7054 5.3773 4.7440 0.1006
N 2.5916 1.8160 6.8852 0.0310
C 2.5341 2.3538 5.6262 -0.1391
C 2.0636 1.3920 4.7616 -0.1111
C 1.7096 0.2353 5.5437 -0.1327
C 2.1532 0.5139 6.8357 -0.1307
H 2.9112 2.2792 7.7239 0.1545
H 2.9626 3.3228 5.4168 0.0983
H 1.8879 1.4173 3.6963 0.0714
H 1.1702 -0.6399 5.2129 0.0773
H 1.9560 -0.0527 7.7338 0.1097
N -1.6762 -0.1406 -4.2020 0.0411
C -1.1711 1.1192 -4.5130 -0.1468
C -1.7165 1.5829 -5.6613 -0.0994
C -2.6945 0.5840 -6.0325 -0.1645
C -2.6223 -0.4890 -5.1874 -0.1116
H -1.4014 -0.6160 -3.3543 0.0670
H -0.4167 1.5152 -3.8493 0.0896
H -1.5092 2.5327 -6.1316 0.0994
H -3.2612 0.5453 -6.9511 0.1031
H -3.0348 -1.4852 -5.2492 0.1110
N 2.9126 -4.0801 1.5313 0.0241
C 2.3316 -4.9632 0.6820 -0.0971
C 2.4324 -4.3572 -0.5859 -0.1417
C 2.9961 -3.1072 -0.4450 -0.1538
C 3.3639 -2.9578 0.8691 -0.0991
H 3.0895 -4.3387 2.4915 0.1084
H 1.9183 -5.9071 1.0054 0.0954
H 2.1375 -4.7444 -1.5500 0.0929
H 3.2364 -2.3252 -1.1500 0.0884
H 3.8151 -2.0931 1.3328 0.1054
N 6.5598 -0.7617 1.8293 0.0459
C 5.7226 0.0820 1.0725 -0.1199
C 6.2066 0.0455 -0.2560 -0.1063
C 7.3626 -0.7531 -0.2256 -0.1798
C 7.6177 -1.1722 1.0138 -0.1363
H 6.3799 -1.0871 2.7684 0.0693
H 4.8562 0.5952 1.4627 0.0731
H 5.7841 0.5314 -1.1231 0.0781
H 7.8804 -1.1496 -1.0865 0.0979
H 8.3425 -1.8782 1.3915 0.1138
N 5.2892 -4.8561 -0.9510 0.0092
C 6.4370 -4.1379 -0.9158 -0.1129
C 7.4870 -5.0483 -1.1469 -0.0995
C 6.8893 -6.3070 -1.1766 -0.1607
C 5.5574 -6.2099 -1.0034 -0.1350
H 4.4145 -4.4134 -0.7082 0.0503
H 6.3466 -3.0618 -0.9028 0.0865
H 8.5144 -4.7519 -1.2985 0.0837
H 7.3411 -7.2844 -1.2597 0.0904
H 4.7559 -6.9334 -0.9758 0.1030
N 0.3972 6.1696 -4.7313 0.0173
C -1.0029 6.2339 -4.9163 -0.1065
C -1.5397 5.2125 -4.1269 -0.1155
C -0.5002 4.5236 -3.4572 -0.1266
C 0.6697 5.0281 -4.0083 -0.1418
H 1.1120 6.7412 -5.1584 0.1433
H -1.5248 6.9697 -5.5102 0.1022
H -2.5755 4.9284 -4.0138 0.0878
H -0.5013 3.6872 -2.7740 0.0652
H 1.7013 4.7784 -3.8087 0.0995
```